Molecular formula: C3H14O5
Method: DFT, ωB97M-V/def2-TZVPD

Each line ends with the Mulliken charge.
Cartesian coordinates (Å):
C1 -2.533 -0.233 -0.271  -0.629
C2 -2.060 -1.205 0.507  -0.124
C3 -1.169 -1.046 1.688  -0.315
O1 0.104 -1.279 1.152  -0.535
H1 -3.256 -0.263 -1.139  0.254
H2 -2.208 0.766 -0.040  0.225
H3 -2.185 -2.290 0.223  0.295
H4 -1.212 0.079 1.993  0.283
H5 -1.299 -1.678 2.547  0.257
H6 0.707 -0.535 1.310  0.378
O2 2.947 2.906 1.177  -0.672
H7 2.795 1.876 1.024  0.461
H8 2.386 3.300 0.521  0.276
O3 -0.140 1.611 -2.949  -0.610
H9 0.530 0.929 -2.889  0.317
H10 -0.928 1.275 -2.753  0.283
O4 2.125 0.414 0.782  -0.684
H11 2.860 -0.040 0.722  0.275
H12 1.584 0.623 0.076  0.291
O5 0.542 -1.509 -1.458  -0.659
H13 0.447 -2.436 -1.524  0.273
H14 -0.035 -1.266 -0.699  0.359

The HOMO energy comes out at -10.258 eV. Its SMILES is C=CCO.O.O.O.O. The frontier orbital gap is 10.625 eV. The energy above the lowest of the compared OMol25 structures with the same formula, charge and spin comes out at 2.868 eV. The multiplicity is 1.

Molecular formula: C17H18BClN5O6OsS2
Method: DFT, ωB97M-V/def2-TZVPD

Each line ends with the Mulliken charge.
Cartesian coordinates (Å):
Os1 -0.168 0.137 -1.058  2.312
O1 -3.420 2.106 -2.399  -0.462
C1 -2.476 1.496 -1.715  0.370
O2 -1.735 0.629 -2.222  -0.602
C2 -2.313 1.812 -0.313  0.576
C3 -2.944 2.839 0.373  -0.702
C4 -2.589 3.075 1.688  -0.680
C5 -1.578 2.304 2.257  -0.704
C6 -0.980 1.301 1.523  0.405
N1 -1.357 1.015 0.253  0.007
C7 0.165 0.548 2.094  0.286
O3 0.566 0.626 3.215  -0.589
O4 0.739 -0.262 1.148  -0.777
H1 -3.378 1.821 -3.326  0.396
H2 -3.682 3.442 -0.137  0.574
H3 -3.058 3.868 2.252  0.459
H4 -1.232 2.471 3.268  0.534
C8 4.005 0.607 -0.073  -0.743
N2 3.559 -0.719 -0.482  0.348
C9 3.879 -1.325 -1.651  -0.529
C10 3.258 -2.544 -1.651  -0.484
N3 2.558 -2.665 -0.500  0.127
B1 1.815 -4.025 -0.086  0.548
N4 0.348 -3.703 0.342  0.216
C11 -0.241 -4.258 1.459  -0.623
C12 -1.548 -3.918 1.459  -0.441
N5 -1.755 -3.152 0.330  0.294
C13 -3.020 -2.566 -0.084  -0.594
C14 -0.595 -3.039 -0.339  -0.234
S1 -0.373 -2.119 -1.795  -0.500
C15 2.745 -1.549 0.215  0.021
S2 2.051 -1.235 1.748  -0.182
H5 5.088 0.659 -0.146  0.378
H6 3.701 0.774 0.957  0.311
H7 3.547 1.352 -0.720  0.178
H8 4.500 -0.849 -2.389  0.514
H9 3.245 -3.321 -2.393  0.494
H10 2.372 -4.494 0.869  -0.151
H11 1.857 -4.706 -1.073  -0.150
H12 0.330 -4.843 2.156  0.504
H13 -2.342 -4.142 2.148  0.484
H14 -3.697 -2.579 0.766  0.321
H15 -3.450 -3.133 -0.907  0.293
H16 -2.844 -1.543 -0.408  0.037
Cl1 0.629 3.669 -4.114  -0.174
C16 1.879 2.750 -3.244  -0.478
C17 1.240 1.812 -2.256  0.567
O5 0.421 2.196 -1.377  -0.763
O6 1.523 0.574 -2.333  -0.649
H17 2.515 3.469 -2.730  0.337
H18 2.449 2.175 -3.964  0.321

The net charge is +1. The HOMO energy (alpha / beta) comes out at -9.970 / -10.000 eV. The frontier orbital gap (alpha / beta) is 6.294 / 6.326 eV. The multiplicity is 1.

Let's list DFT total energy in order: -498.80329, -2755.80453 Eh.